1.
Computed, not measured: a single C26H31N5O3 molecule at a distorted geometry, with wB97M-V/def2-TZVPD.

```
65
Properties=species:S:1:pos:R:3:nbo_charge:R:1
C 2.646 -0.430 -0.691 -0.27
C -0.939 1.828 2.370 -0.20
H -0.138 2.669 -1.759 0.21
H 2.564 -1.191 -1.475 0.21
C -2.520 -3.275 0.801 -0.07
C 6.338 -0.485 0.143 -0.21
C -1.933 -2.100 1.594 -0.24
C 0.931 -1.778 0.378 -0.26
H -1.139 -4.717 -1.779 0.19
C -2.108 -2.845 -2.240 -0.65
H -5.858 2.050 -0.902 0.21
N 2.168 -1.046 0.537 -0.43
C -0.275 -0.942 0.082 0.44
H 7.043 -1.139 0.637 0.21
H 6.193 2.484 -1.455 0.21
H 1.070 -2.499 -0.436 0.23
O -1.528 -3.814 -0.050 -0.55
H -1.459 3.742 1.561 0.22
H -1.869 1.713 2.909 0.22
H 2.053 -0.825 2.586 0.20
H 2.404 2.251 0.517 0.21
H 7.808 1.003 -0.322 0.21
N -1.939 1.719 -1.357 -0.41
H 4.664 -1.785 0.467 0.22
O -4.379 -0.226 1.293 -0.64
H -5.235 3.015 0.444 0.21
H -5.809 1.348 0.743 0.24
C -1.488 0.623 -0.695 0.38
C 2.213 -0.182 1.713 -0.27
C 5.863 1.547 -1.030 -0.21
N -3.978 1.468 -0.195 -0.45
C 5.008 -0.851 0.048 -0.23
C 6.769 0.716 -0.396 -0.22
C -3.613 0.322 0.517 0.65
H -2.858 -4.048 1.506 0.18
H -0.164 -0.050 3.027 0.20
C 0.020 0.832 2.429 -0.25
H -1.190 -2.261 -2.245 0.22
O -3.642 3.189 -1.630 -0.64
N -0.264 0.069 -0.776 -0.53
C -5.308 2.006 0.038 -0.42
H -2.915 -2.214 -1.871 0.21
H 0.697 4.021 0.399 0.21
C 0.500 3.118 0.959 -0.22
H -2.715 -1.675 2.227 0.25
C 4.530 1.182 -1.119 -0.24
C 4.089 -0.019 -0.579 0.05
H -3.386 -2.923 0.234 0.18
H 0.756 -2.352 1.291 0.21
H 3.827 1.833 -1.620 0.21
C -1.938 -4.091 -1.373 -0.05
C -0.708 2.969 1.620 -0.23
H -1.583 3.334 -2.583 0.25
C 1.216 0.951 1.732 0.06
C 1.456 2.120 1.019 -0.24
H 3.227 0.221 1.767 0.22
C -2.279 -0.072 0.205 -0.09
H -0.851 1.800 -3.134 0.21
C -1.070 2.427 -2.269 -0.41
H -2.344 -3.142 -3.258 0.22
H -2.869 -4.675 -1.367 0.16
C -3.207 2.191 -1.095 0.80
H 2.024 0.421 -0.999 0.21
H -1.102 -2.453 2.208 0.21
N -1.472 -1.074 0.700 -0.33
```

Properties
**Energy relative to the best compared isomer or geometry (same formula, charge and spin)**: 0.077 eV
**Structure (SMILES)**: CCOCCn1c(CN(Cc2ccccc2)Cc2ccccc2)nc2c1c(=O)n(C)c(=O)n2C
**M**: 461.6 g mol⁻¹
**Lowest unoccupied orbital energy**: 0.02443 Ha
**DFT total energy**: -41059.883 eV

=====

2.
Computed, not measured: a single C26H31N7O molecule at a distorted geometry, with wB97M-V/def2-TZVPD.

```
65
Properties=species:S:1:pos:R:3:nbo_charge:R:1
N -0.564 -0.542 -0.255 -0.45
N -1.949 0.468 -4.179 -0.07
C 3.934 1.785 -0.525 0.13
H -2.705 -3.031 -5.070 0.21
H -3.239 -1.952 -2.324 0.21
H 0.367 -1.956 -4.632 0.23
C 1.538 0.465 -1.185 -0.05
C 3.894 0.380 -0.622 -0.19
H 0.338 -2.790 -3.075 0.21
H -1.688 -2.101 -1.512 0.23
C 2.745 2.519 -0.783 -0.03
C -1.179 0.647 0.321 -0.24
C -0.581 0.237 -2.524 0.35
C 1.558 1.834 -1.105 -0.20
O -1.246 1.107 8.012 -0.67
C -2.412 -3.932 -2.366 -0.61
C 4.008 4.513 -0.370 -0.26
H 0.542 1.391 1.403 0.19
H -1.619 -1.584 4.438 0.21
C -1.563 -1.871 -3.657 0.13
C -0.749 0.324 3.937 0.24
C -0.532 1.828 5.820 -0.27
C -0.237 -2.575 -3.971 -0.62
H -0.210 -1.979 2.781 0.21
N -0.784 1.519 -2.736 -0.33
C -1.071 0.877 6.674 0.26
C 0.274 -0.335 -1.444 -0.11
H 0.672 2.411 -1.320 0.25
H 0.111 -2.396 0.398 0.20
C -0.502 1.110 1.611 -0.23
H 4.804 -0.170 -0.437 0.23
H -2.997 -4.283 -3.212 0.20
C -2.252 -2.416 -2.391 -0.41
H -1.027 1.994 1.982 0.21
H -1.174 1.454 -0.410 0.23
C -0.669 -1.284 2.072 -0.21
H -2.226 0.404 0.543 0.20
H 6.078 4.125 0.133 0.19
H -0.938 1.995 8.225 0.48
N 5.096 2.387 -0.202 -0.41
C 2.729 -0.255 -0.947 -0.20
H -2.931 -4.222 -1.456 0.22
H 1.930 4.513 -0.891 0.22
H -0.227 2.791 6.211 0.20
H 0.584 -1.340 -1.749 0.22
C -2.485 -1.987 -4.872 -0.61
C 2.816 3.926 -0.696 -0.15
C -1.295 -0.625 4.810 -0.28
H 4.106 5.585 -0.294 0.22
N -0.571 0.055 2.598 -0.46
H -2.009 -1.557 -5.749 0.23
H -3.416 -1.454 -4.699 0.23
H 0.083 2.308 3.847 0.21
C -0.366 1.556 4.476 -0.26
C -1.447 -0.355 6.154 -0.23
H -0.436 -3.515 -4.476 0.23
C 0.092 -1.360 0.755 -0.23
H 2.717 -1.333 -1.033 0.21
H -1.869 -1.093 6.818 0.22
C 5.123 3.687 -0.130 0.06
N -1.324 -0.448 -3.437 -0.19
N -1.621 1.613 -3.757 -0.06
H 1.130 -1.041 0.938 0.19
H -1.448 -4.431 -2.379 0.20
H -1.713 -1.594 1.909 0.18
```

Properties
**Energy relative to the best compared isomer or geometry (same formula, charge and spin)**: 0.106 eV
**Structure (SMILES)**: CCC(C)(C)n1nnnc1[C@@H](c1ccc2ncccc2c1)N1CCN(c2ccc(O)cc2)CC1
**M**: 457.6 g mol⁻¹
**Lowest unoccupied orbital energy**: 0.00575 Ha
**DFT total energy**: -39942.496 eV

=====

3.
Computed, not measured: a molecular structure, C26H31NO2ReSbSe4Te at a distorted geometry, with wB97M-V/def2-TZVPD.

```
67
Properties=species:S:1:pos:R:3:nbo_charge:R:1
Se -7.499 -1.850 0.117 -0.60
H 1.344 1.889 -2.299 0.23
H 4.470 1.222 1.114 0.21
C 2.466 -1.158 -4.386 -0.22
C 2.684 -0.426 0.135 -0.63
Se -4.440 -4.486 1.069 -0.64
H 2.833 -1.028 1.035 0.23
Se -4.033 -2.136 -2.323 -0.14
C -0.457 0.544 3.363 -0.67
H 3.582 -0.506 -0.479 0.23
H -0.741 3.472 -0.423 0.23
C 2.986 0.924 -3.288 -0.21
H -0.845 3.708 1.325 0.23
H -0.735 -1.776 4.614 0.21
H -6.919 1.810 -2.680 0.16
C -0.549 -1.935 3.557 -0.24
C -0.269 -3.395 1.697 -0.20
H 4.812 4.702 1.363 0.22
C -0.350 -0.826 2.738 0.07
C 1.148 -1.047 -3.988 -0.16
C -0.648 0.205 -2.836 0.49
H -0.232 -4.399 1.287 0.22
H 4.413 -0.261 -4.362 0.22
C -0.949 -4.400 3.890 -0.64
C -0.032 -2.328 0.841 -0.01
H -6.586 1.129 -1.062 0.18
H 0.039 4.857 0.326 0.23
H 4.355 4.132 2.961 0.23
C 0.755 0.040 -3.207 -0.11
H 0.414 -1.793 -4.264 0.24
C 3.418 3.067 1.354 0.03
C 1.672 1.032 -2.869 -0.18
Te -0.723 0.687 0.292 1.41
C 2.199 3.702 1.152 -0.26
O -4.913 1.368 -2.298 -0.76
Re -2.374 -0.635 -1.649 0.43
H 5.472 3.184 1.978 0.22
H 0.177 1.290 2.873 0.21
H 2.781 -2.007 -4.979 0.22
C 0.388 -2.678 -0.560 -0.64
Sb -5.229 -2.503 0.030 1.01
H -1.138 -4.103 4.920 0.22
H 2.102 4.756 1.394 0.21
C -0.185 3.799 0.457 -0.67
C -0.149 -1.036 1.373 -0.39
C 1.219 1.664 0.326 -0.38
H -0.291 -3.414 -0.993 0.25
H 1.391 -3.110 -0.531 0.23
C 2.440 1.013 0.483 0.00
C -6.300 1.108 -2.118 -0.25
H -1.858 -4.861 3.495 0.25
C 3.520 1.732 0.992 -0.22
H -1.489 0.904 3.354 0.23
C -0.577 -3.223 3.041 0.04
H 1.866 -0.854 -0.428 0.22
H 0.425 -1.824 -1.229 0.20
C 1.099 3.026 0.647 0.08
H -0.163 -5.157 3.887 0.22
H -4.751 2.300 -2.136 0.47
H 3.697 1.700 -3.035 0.22
N -1.106 1.001 -1.824 -0.82
H -6.488 0.101 -2.491 0.19
Se -3.388 -0.670 0.458 -0.16
O -1.587 -0.370 -3.515 -0.60
H -0.138 0.495 4.404 0.24
C 3.384 -0.174 -4.038 -0.18
C 4.581 3.808 1.944 -0.63
```

Properties
**Energy relative to the best compared isomer or geometry (same formula, charge and spin)**: 2.984 eV
**M**: 1140.9 g mol⁻¹
**Lowest unoccupied orbital energy (spin up / spin down)**: -0.06269 / -0.06285 Ha
**DFT total energy**: -310393.856 eV

=====

4.
Computed, not measured: a molecular structure, C26H31NO3SSb2Se4Tc at a distorted geometry, with wB97M-V/def2-TZVPD.

```
69
Properties=species:S:1:pos:R:3:nbo_charge:R:1
H 2.741 5.479 -2.115 0.23
H -5.249 3.140 1.135 0.23
N -3.030 1.568 1.030 -0.21
H 0.581 4.298 -2.629 0.23
H -3.827 0.361 -1.010 0.22
H 2.386 -4.354 -3.964 0.23
H 4.057 -0.718 -5.410 0.23
Se 0.024 0.553 1.909 0.01
S 0.018 -0.908 0.164 -0.34
H -1.680 1.961 -1.009 0.22
H 5.012 -2.619 3.033 0.24
C 3.880 -1.458 1.577 -0.19
C -5.222 -2.833 1.164 -0.63
H -5.926 -1.971 1.332 0.23
H 3.031 -1.380 2.259 0.23
H -5.389 0.777 -0.189 0.23
C 5.054 -2.099 2.055 -0.19
H 3.693 -3.071 -5.602 0.23
H 2.995 0.550 -3.542 0.23
H 7.033 -1.623 -0.657 0.23
C 3.474 2.436 -0.861 -0.24
H 0.299 2.066 -1.930 0.21
C 1.232 2.518 -1.677 -0.25
C 3.368 -1.210 -4.717 -0.20
O -2.378 -1.421 1.632 -0.68
C 2.014 -2.600 -2.670 -0.16
C -5.014 -3.067 3.672 -0.61
C -4.542 3.468 0.370 -0.61
H -2.085 3.608 -0.672 0.23
C 3.629 3.796 -1.159 -0.20
Sb 0.251 2.348 5.012 0.97
Se 1.220 0.990 6.742 -0.39
H -5.549 -4.021 3.606 0.23
C 3.815 -0.983 0.253 -0.42
C -4.208 -2.935 2.375 0.15
C -3.702 2.269 -0.067 0.07
C 1.424 3.803 -2.149 -0.19
H -5.737 -2.281 3.759 0.23
H -4.978 1.591 -1.684 0.23
H 4.888 -0.935 -1.646 0.23
Se -2.145 1.833 4.245 -0.31
H 7.102 -2.506 1.654 0.23
H -4.741 -2.785 0.183 0.22
C 2.488 -3.277 -3.801 -0.21
H -2.676 -4.029 1.719 0.48
C 2.267 1.773 -1.149 -0.29
C -2.524 2.695 -0.969 -0.61
C 6.174 -2.055 1.257 -0.17
H -4.978 3.801 -0.579 0.23
H -3.903 4.309 0.777 0.23
Se 1.441 3.646 3.357 -0.47
C 2.803 -0.514 -3.596 -0.22
H -2.868 2.804 -1.999 0.23
O -3.412 -4.154 2.365 -0.69
H 1.485 -3.156 -1.909 0.22
H 4.309 1.900 -0.404 0.23
Tc -2.287 0.620 2.110 0.81
C 4.957 -1.109 -0.573 -0.20
C 2.614 4.444 -1.849 -0.18
H -5.742 -3.824 1.304 0.24
O -3.903 -0.569 2.929 -0.63
Sb 2.071 -0.306 -0.699 1.76
H -4.344 -3.169 4.528 0.23
C 6.171 -1.569 -0.056 -0.20
C -3.423 -1.628 2.387 0.80
H 4.565 4.357 -0.863 0.24
C 2.208 -1.216 -2.568 -0.43
C -4.539 1.172 -0.749 -0.61
C 3.227 -2.580 -4.775 -0.18
```

Properties
**M**: 1095.0 g mol⁻¹
**Total charge**: +1
**Lowest unoccupied orbital energy (spin up / spin down)**: -0.15599 / -0.15601 Ha
**DFT total energy**: -322585.343 eV